Record 1
# C14H30O3Si

An isolated molecule of C14H30O3Si at a distorted geometry (ωB97M-V/def2-TZVPD, the Open Molecules 2025 dataset).

## Properties
LUMO energy (eV): 0.792
Highest occupied orbital energy (eV): -9.792
HOMO-LUMO gap (eV): 10.6
Structure (SMILES): C=C[Si](OC(C)(C)C)(OC(C)(C)C)OC(C)(C)C

```
! RIJCOSX wB97M-V def2-TZVPD def2/J DEFGRID3
* xyz 0 1
O -1.11 0.02 -0.99
O 0.29 0.96 1.22
O 0.98 -1.48 0.01
C -2.71 -1.15 1.55
C -1.41 -1.29 1.61
C -2.27 -0.11 -3.04
C -1.57 -2.21 -1.88
C 0.18 -0.59 -2.89
C -0.26 3.01 2.41
C -1.87 2.14 0.80
C 0.31 3.04 -0.03
C 1.97 -1.19 2.15
C 3.17 -2.44 0.38
C 2.97 -0.01 0.05
C -1.17 -0.76 -2.20
C -0.38 2.25 1.09
C 2.24 -1.24 0.61
Si -0.27 -0.42 0.42
H -3.36 -1.78 2.12
H -3.19 -0.56 0.78
H -0.93 -1.93 2.30
H -2.00 0.93 -3.28
H -3.20 -0.12 -2.48
H -2.36 -0.62 -4.00
H -1.76 -2.76 -2.80
H -0.77 -2.71 -1.33
H -2.46 -2.23 -1.26
H 0.99 -0.98 -2.26
H 0.21 -1.08 -3.87
H 0.36 0.48 -3.00
H -0.62 2.34 3.19
H -0.86 3.92 2.46
H 0.77 3.24 2.65
H -2.33 3.13 0.82
H -2.07 1.66 -0.15
H -2.34 1.52 1.56
H -0.20 4.01 -0.12
H 0.21 2.56 -1.01
H 1.36 3.24 0.20
H 2.88 -0.95 2.71
H 1.59 -2.13 2.53
H 1.25 -0.42 2.41
H 2.80 -3.35 0.81
H 3.27 -2.54 -0.70
H 4.17 -2.26 0.78
H 3.09 -0.09 -1.05
H 3.97 0.07 0.46
H 2.44 0.90 0.25
*
```

Record 2
# C14H31Br3O11S3

A structure of composition C14H31Br3O11S3 at a distorted geometry (ωB97M-V/def2-TZVPD, the Open Molecules 2025 dataset).

## Properties
LUMO energy (eV): -0.295
Highest occupied orbital energy (eV): -10.247
HOMO-LUMO gap (eV): 10.0

```
! RIJCOSX wB97M-V def2-TZVPD def2/J DEFGRID3
* xyz 0 1
O -2.22 -7.99 -4.69
C -2.78 -8.49 -5.61
O -2.77 -9.84 -5.67
C -3.11 -10.39 -6.93
C -3.76 -9.21 -7.67
C -3.49 -7.96 -6.88
H -3.67 -11.32 -6.86
H -2.23 -10.86 -7.38
H -4.81 -9.53 -7.61
H -3.59 -9.18 -8.74
H -4.34 -7.42 -6.48
H -2.78 -7.29 -7.38
O -2.75 -5.82 2.71
S -2.44 -5.06 3.89
O -1.03 -4.93 4.27
O -3.21 -3.56 3.70
C -4.32 -3.50 2.80
C -4.86 -2.06 3.02
C -3.50 -5.73 5.23
H -5.09 -4.17 3.17
H -4.17 -3.79 1.76
H -4.25 -1.32 2.50
H -4.81 -1.86 4.09
H -5.91 -1.88 2.80
H -3.65 -4.87 5.88
H -3.10 -6.63 5.71
H -4.45 -5.91 4.74
O 1.44 -1.70 -0.30
S 2.62 -1.95 -1.14
O 2.74 -1.88 -2.60
O 3.87 -1.04 -0.54
C 3.56 -0.29 0.60
C 2.85 1.08 0.30
C 3.39 -3.52 -0.64
H 4.50 -0.06 1.10
H 3.07 -0.92 1.34
H 1.83 0.93 -0.04
H 3.19 1.38 -0.69
H 2.86 1.96 0.93
H 3.37 -3.58 0.45
H 4.41 -3.60 -1.03
H 2.74 -4.24 -1.12
O -2.08 13.01 1.96
S -0.99 13.38 2.80
O -1.27 13.85 4.21
O 0.22 12.14 2.83
C 0.07 11.05 1.97
C 0.24 11.27 0.44
C 0.05 14.65 2.03
H -0.98 10.75 2.03
H 0.66 10.23 2.37
H 1.21 11.73 0.24
H -0.48 12.00 0.08
H 0.06 10.42 -0.22
H 0.92 14.72 2.68
H -0.45 15.62 1.94
H 0.18 14.31 1.00
C 10.52 -0.13 0.44
Br 11.62 -1.36 -0.67
Br 11.70 1.27 1.15
Br 9.73 -1.22 1.89
H 9.73 0.34 -0.14
*
```

Record 3
# C14H31Cl8N3O9

A cluster of 8 separate species, C14H31Cl8N3O9 in total at a distorted geometry (ωB97M-V/def2-TZVPD, the Open Molecules 2025 dataset).

## Properties
LUMO energy (eV): 0.039
Highest occupied orbital energy (eV): -10.601
HOMO-LUMO gap (eV): 10.6
Structure (SMILES): C[N+](=O)[O-].C[N+](=O)[O-].C[N+](=O)[O-].COC(=O)OC.ClCCCl.ClCCCl.ClCCCl.ClCCCl

```
! RIJCOSX wB97M-V def2-TZVPD def2/J DEFGRID3
* xyz 0 1
Cl 3.37 3.80 2.74
C 2.54 4.29 1.25
C 1.14 4.78 1.60
Cl 0.01 4.59 0.23
H 2.46 3.43 0.60
H 3.14 5.05 0.74
H 1.12 5.81 1.94
H 0.77 4.15 2.41
Cl 1.66 -4.06 0.70
C 0.25 -3.52 1.60
C -1.05 -4.05 1.03
Cl -1.24 -3.75 -0.72
H 0.23 -2.43 1.60
H 0.35 -3.84 2.64
H -1.89 -3.56 1.53
H -1.19 -5.12 1.18
Cl -1.51 1.05 -4.41
C -2.47 -0.33 -3.81
C -2.60 -1.40 -4.87
Cl -3.28 -2.86 -4.15
H -3.46 -0.01 -3.47
H -1.95 -0.67 -2.91
H -1.68 -1.61 -5.40
H -3.25 -1.01 -5.66
Cl -2.70 -1.28 2.42
C -2.64 -0.41 0.86
C -3.93 0.39 0.67
Cl -3.89 1.30 -0.85
H -2.51 -1.17 0.09
H -1.84 0.33 0.85
H -3.99 1.11 1.48
H -4.81 -0.24 0.66
C 5.20 -1.96 5.62
N 4.01 -1.64 4.81
O 3.48 -0.56 5.01
O 3.66 -2.44 3.98
H 5.37 -3.03 5.63
H 5.10 -1.53 6.61
H 6.04 -1.45 5.16
C 2.24 -3.67 -2.79
N 1.57 -2.57 -3.55
O 0.82 -2.86 -4.46
O 1.85 -1.44 -3.21
H 3.03 -4.06 -3.44
H 1.55 -4.48 -2.59
H 2.67 -3.24 -1.90
C -1.94 3.92 -2.54
N -2.89 4.09 -3.65
O -2.64 4.90 -4.51
O -3.91 3.41 -3.62
H -2.14 3.06 -1.92
H -1.97 4.86 -1.99
H -0.94 3.88 -2.97
C 0.66 0.66 3.48
O 0.41 1.34 2.25
C 0.56 0.67 1.12
O 1.03 -0.43 1.00
O 0.13 1.44 0.12
C -0.07 0.81 -1.15
H 1.02 1.39 4.20
H 1.49 -0.03 3.33
H -0.24 0.17 3.84
H -0.01 -0.27 -1.02
H 0.69 1.14 -1.86
H -1.01 1.19 -1.55
*
```

Listing energy relative to the best compared isomer or geometry (same formula, charge and spin) for the structures above in their given order: 14.2 273.0 0.0 kJ/mol.